(1)
Formula: C42H64N4O3P2S2Ta
Source: the OMol25 dataset
Level of theory: the ωB97M-V functional and the def2-TZVPD basis

```
118
Properties=species:S:1:pos:R:3
Ta -0.709 -0.259 -0.388
C 2.416 -0.462 -3.673
C 1.116 0.296 -3.886
C 1.378 1.791 -3.671
P -0.317 -0.384 -2.970
C -1.893 0.020 -3.831
C -1.880 -0.354 -5.350
C -2.241 1.483 -3.609
C -0.248 -2.216 -3.037
C 0.278 -2.912 -4.063
C 0.126 -4.312 -4.167
C 0.650 -5.023 -5.393
C -0.564 -4.965 -3.145
C -1.062 -4.311 -2.040
C -0.923 -2.893 -2.006
N -1.322 -2.009 -0.949
C -2.431 -2.195 -0.066
C -3.692 -2.454 -0.586
C -4.786 -2.445 0.226
C -4.702 -2.170 1.606
C -5.849 -2.391 2.558
C -3.435 -1.930 2.110
C -2.264 -1.891 1.294
P -0.595 -1.438 1.960
C 0.423 -2.966 2.384
C 0.056 -3.464 3.739
C 0.181 -4.076 1.308
C -0.863 -0.597 3.500
C 0.537 -0.157 3.981
C -1.708 0.681 3.301
H 2.775 -0.737 -4.648
H 2.265 -1.377 -3.093
H 3.152 -0.031 -3.094
H 0.841 0.112 -4.951
H 1.644 1.935 -2.652
H 0.599 2.470 -4.016
H 2.233 2.114 -4.263
H -2.640 -0.575 -3.283
H -1.241 0.374 -5.852
H -2.931 -0.320 -5.643
H -1.501 -1.351 -5.475
H -1.430 2.173 -3.669
H -2.749 1.691 -2.671
H -2.978 1.851 -4.349
H 0.798 -2.344 -4.804
H -0.129 -5.020 -6.201
H 0.916 -6.101 -5.160
H 1.583 -4.665 -5.795
H -0.688 -6.021 -3.143
H -1.663 -4.745 -1.277
H -3.856 -2.539 -1.642
H -5.736 -2.592 -0.223
H -5.861 -3.428 2.888
H -6.817 -2.287 2.022
H -5.868 -1.725 3.481
H -3.362 -1.835 3.165
H 1.478 -2.647 2.214
H -1.009 -3.619 3.930
H 0.425 -2.771 4.517
H 0.607 -4.416 3.961
H -0.754 -4.608 1.518
H 0.999 -4.774 1.479
H 0.183 -3.789 0.262
H -1.243 -1.296 4.265
H 0.921 0.553 3.230
H 1.311 -0.950 3.937
H 0.568 0.281 4.962
H -1.278 1.246 2.443
H -1.670 1.278 4.221
H -2.753 0.490 3.143
C 6.013 1.982 3.722
C 6.327 0.491 3.712
C 5.438 -0.326 2.698
C 3.977 -0.587 3.200
N 3.116 -0.856 2.028
C 2.607 -0.030 1.133
S 1.796 -0.658 -0.290
N 2.868 1.254 1.281
C 2.981 2.157 0.121
C 3.380 3.594 0.411
C 2.195 4.578 0.492
C 1.259 4.319 1.704
H 6.581 2.553 4.418
H 4.986 2.150 4.128
H 6.218 2.558 2.745
H 6.092 0.085 4.730
H 7.392 0.354 3.528
H 5.862 -1.265 2.344
H 5.138 0.246 1.820
H 3.606 0.279 3.671
H 3.972 -1.426 3.878
H 3.072 -1.847 1.789
H 3.462 1.602 2.054
H 2.034 2.170 -0.406
H 3.661 1.784 -0.575
H 4.029 3.916 -0.431
H 4.039 3.646 1.236
H 1.636 4.550 -0.471
H 2.547 5.625 0.588
H 1.106 3.260 1.939
H 0.259 4.674 1.445
H 1.575 4.777 2.679
O -4.212 1.479 1.658
S -3.932 1.556 0.260
O -4.668 0.850 -0.708
N -2.260 1.114 -0.117
C -1.517 2.243 -0.427
O -0.305 1.956 -0.692
C -2.279 3.497 -0.373
C -1.865 4.783 -0.608
C -2.767 5.759 -0.828
C -4.150 5.524 -0.744
C -4.644 4.236 -0.419
C -3.659 3.260 -0.150
H -0.825 5.065 -0.705
H -2.411 6.758 -1.165
H -4.855 6.270 -0.991
H -5.690 4.042 -0.182
```

Its HOMO-LUMO gap is 6.331 eV. Its total charge is +3. The calculation puts the lowest unoccupied orbital energy at -9.33 eV.

Here are the Mulliken charges for atoms 1 to 99, given in e: -0.0749, -1.7766, 0.9979, -1.6643, -0.2078, 1.0692, -1.5803, -0.8385, -0.9621, -0.1588, 0.2363, -1.5470, -0.8589, -0.6578, 0.4467, 1.2398, -0.1128, -0.3249, -0.9643, 0.1856, -1.7054, -1.1788, 0.0692, 2.7042, 1.4324, -1.5169, -1.6042, -0.2302, -1.2962, -1.2951, 0.3998, 0.3410, 0.4799, 0.9735, 0.1561, 0.4080, 0.5736, 0.1372, 0.4115, 0.5187, 0.3751, 0.1050, -0.0967, 0.5377, 0.5893, 0.3063, 0.3831, 0.4053, 0.5271, 0.6032, 0.5186, 0.5066, 0.3574, 0.4107, 0.3936, 0.6491, -0.7246, 0.2822, 0.4012, 0.4299, 0.3097, 0.6250, 0.2574, 0.9390, -0.1869, 0.0228, 0.7316, -0.0093, 0.5441, 0.3776, -1.0746, -0.5645, -0.2649, -1.6186, 0.3639, -0.5155, -0.1837, 0.4848, 0.4836, -1.4636, -0.1901, -0.4277, 0.4658, 0.2512, 0.1971, 0.2593, 0.3931, 0.4118, 0.2401, 0.4300, 0.6547, 0.7071, 0.2911, -0.9530, 0.5298, 0.3844, 0.4671, 0.0116, 0.5210

=====

(2)
Formula: C6H32NO11
Source: the OMol25 dataset
Level of theory: the ωB97M-V functional and the def2-TZVPD basis

```
50
Properties=species:S:1:pos:R:3
C 0.402 -0.648 2.641
C -0.784 0.334 2.426
C -1.224 0.272 0.981
C -0.879 1.149 0.034
C -1.258 0.941 -1.385
C -0.234 0.755 -2.211
O -0.329 0.403 -3.557
N 0.637 -1.442 1.379
H 0.226 -1.426 3.396
H 1.321 -0.118 2.886
H -1.573 -0.013 3.092
H -0.448 1.321 2.641
H -1.846 -0.606 0.775
H -0.276 1.985 0.391
H -2.305 1.069 -1.691
H 0.821 0.643 -1.971
H -0.898 0.957 -4.096
H -0.181 -1.943 1.123
H 1.403 -2.099 1.558
H 0.839 -0.800 0.625
H -4.091 -0.202 -3.198
H -4.946 -0.731 -2.101
O -4.025 -0.594 -2.345
H 3.172 -0.998 -1.444
H 4.577 -0.542 -0.864
O 3.718 -0.946 -0.624
H 0.151 2.573 4.451
H 1.453 2.201 3.587
O 0.996 2.107 4.411
H -0.494 -2.771 -1.197
H 0.870 -2.240 -1.709
O 0.452 -2.654 -0.920
H -1.899 2.724 1.934
H -2.171 4.096 2.267
O -1.708 3.577 1.591
H -2.544 -2.939 -2.082
H -2.710 -1.491 -1.803
O -2.367 -2.328 -1.354
H 3.568 0.894 1.804
H 2.979 0.467 0.404
O 2.784 0.884 1.285
H -1.643 -4.038 1.230
H -1.959 -2.877 0.251
O -1.761 -3.093 1.198
H 1.321 -0.779 -3.203
H 2.302 -1.965 -3.306
O 1.982 -1.312 -2.688
H 2.655 2.686 0.174
H 2.857 4.162 -0.318
O 2.668 3.266 -0.564
```

As for the spin multiplicity: 2. Its HOMO-LUMO gap (alpha / beta) is 2.003 / 8.863 eV. The value obtained for the energy relative to the best compared isomer or geometry (same formula, charge and spin) is 1.87 kcal/mol. Its expectation value of S² is 0.750. Its total charge is 0. The calculation puts the lowest unoccupied orbital energy (alpha / beta) at -0.12 / -0.17 eV.

Quick look at the Mulliken charges, all values in e: -0.7114, 0.0425, -0.9822, -0.1048, -1.1992, -0.9706, 0.0222, 0.0135, 0.3757, 0.2872, 0.4155, -0.1580, 0.6755, 0.6086, 0.7039, 0.4545, 0.1702, 0.1265, 0.4339, 0.0732, 0.1475, 0.0168, 0.2318, 0.3923, 0.3581, -0.7486, 0.3016, 0.3072, -0.6401, 0.4191, 0.2508, -0.5838, 0.2475, 0.3199, -0.5722, 0.3643, -0.0059, -0.9224, 0.2009, 0.3064, -0.4025, 0.2906, 0.2977, -0.6606, 0.2811, 0.2582, -0.7359, 0.3287, 0.2990, -0.6244

=====

(3)
Formula: C40H108N6O14
Source: the OMol25 dataset
Level of theory: the ωB97M-V functional and the def2-TZVPD basis

```
168
Properties=species:S:1:pos:R:3
C -5.554 6.971 -1.801
C -4.200 6.432 -2.232
C -3.048 6.597 -1.295
O -2.735 8.012 -1.121
C -1.441 8.293 -0.567
N -4.427 5.034 -2.440
H -6.330 6.606 -2.473
H -5.612 8.056 -1.721
H -5.766 6.731 -0.759
H -4.052 6.881 -3.215
H -2.250 5.994 -1.728
H -3.191 6.135 -0.318
H -1.324 9.349 -0.323
H -0.632 8.085 -1.268
H -1.079 7.746 0.304
H -4.429 4.492 -1.588
H -3.722 4.658 -3.058
C -3.822 -6.487 0.342
C -5.251 -6.069 0.880
C -5.495 -6.324 2.395
O -6.867 -6.183 2.742
C -7.174 -6.202 4.168
N -5.446 -4.689 0.590
H -3.594 -7.541 0.499
H -3.034 -5.801 0.654
H -3.787 -6.458 -0.747
H -5.899 -6.698 0.268
H -4.849 -5.647 2.954
H -5.158 -7.332 2.640
H -8.241 -6.135 4.383
H -6.908 -5.283 4.691
H -6.892 -7.134 4.656
H -5.823 -4.683 -0.347
H -6.185 -4.339 1.183
C 0.832 -1.019 0.193
C -0.047 0.178 -0.178
C -0.120 0.528 -1.698
O 1.093 0.850 -2.293
C 1.055 1.478 -3.576
N -1.351 -0.195 0.441
H 0.542 -1.966 -0.261
H 0.957 -1.183 1.263
H 1.788 -0.749 -0.256
H 0.275 1.068 0.364
H -0.893 1.290 -1.798
H -0.471 -0.367 -2.210
H 0.646 0.706 -4.227
H 2.066 1.690 -3.923
H 0.426 2.368 -3.563
H -1.701 -1.018 -0.028
H -2.008 0.483 0.081
C 3.072 -7.805 1.893
O 2.787 -7.985 3.294
C 3.939 -8.545 4.019
C 3.688 -8.169 5.517
N 4.404 -6.956 5.771
C 3.552 -5.812 5.285
C 4.122 -4.373 5.495
O 4.107 -3.824 6.741
C 4.588 -2.536 6.944
H 2.317 -7.133 1.487
H 2.865 -8.751 1.394
H 4.034 -7.309 1.759
H 4.950 -8.311 3.688
H 3.655 -9.577 3.814
H 4.082 -8.940 6.179
H 2.606 -8.257 5.614
H 5.294 -6.948 5.292
H 2.597 -5.685 5.794
H 3.428 -5.889 4.205
H 3.583 -3.750 4.783
H 5.096 -4.473 5.017
H 4.406 -2.436 8.014
H 4.100 -1.783 6.324
H 5.668 -2.572 6.800
C 4.842 5.522 0.894
O 5.945 5.889 1.814
C 5.549 6.645 2.926
C 6.777 6.865 3.739
N 7.113 5.673 4.601
C 8.195 6.075 5.569
C 8.678 4.822 6.291
O 9.650 5.175 7.211
C 10.078 4.368 8.311
H 4.278 6.402 0.586
H 4.085 4.789 1.172
H 5.357 5.224 -0.019
H 4.738 6.140 3.449
H 5.120 7.574 2.549
H 6.559 7.685 4.424
H 7.589 7.054 3.037
H 7.418 4.894 4.033
H 8.048 6.910 6.255
H 9.020 6.472 4.978
H 9.164 4.111 5.623
H 7.841 4.383 6.835
H 10.763 4.916 8.957
H 10.608 3.443 8.086
H 9.208 4.122 8.920
C -2.574 -3.574 6.453
O -3.778 -2.843 6.281
C -3.497 -1.647 5.497
C -4.725 -0.868 5.204
N -4.380 0.412 4.541
C -5.588 1.127 4.227
C -5.419 1.982 2.972
O -5.203 1.210 1.701
C -6.304 0.522 1.133
H -1.964 -3.600 5.550
H -2.799 -4.515 6.956
H -1.980 -3.061 7.210
H -2.986 -1.842 4.554
H -2.878 -1.078 6.191
H -5.406 -0.814 6.053
H -5.185 -1.491 4.438
H -3.884 0.074 3.728
H -5.925 1.688 5.098
H -6.449 0.526 3.934
H -4.758 2.809 3.232
H -6.334 2.526 2.737
H -7.230 1.035 0.874
H -6.661 -0.283 1.775
H -5.919 -0.085 0.314
C -1.906 3.685 -9.270
C -2.534 2.805 -8.181
O -2.594 3.667 -7.032
H -1.733 2.982 -10.085
H -0.920 4.047 -8.979
H -2.501 4.578 -9.460
H -2.055 1.876 -7.872
H -3.547 2.501 -8.444
H -3.435 4.121 -7.124
C -5.142 -2.040 -5.186
C -5.622 -3.192 -6.017
O -6.889 -3.570 -5.513
H -5.188 -2.297 -4.128
H -5.645 -1.130 -5.514
H -4.102 -1.841 -5.447
H -4.919 -4.025 -6.032
H -5.615 -2.994 -7.089
H -7.596 -2.929 -5.615
C -0.222 -3.593 -8.468
C -1.495 -3.959 -9.243
O -1.874 -2.817 -9.980
H 0.553 -3.299 -9.176
H 0.281 -4.510 -8.163
H -0.404 -2.904 -7.643
H -2.201 -4.521 -8.632
H -1.241 -4.692 -10.009
H -2.740 -2.893 -10.387
C 4.364 6.596 -6.759
C 3.901 7.818 -5.942
O 2.707 8.367 -6.347
H 4.283 6.593 -7.846
H 3.759 5.769 -6.387
H 5.413 6.449 -6.504
H 4.718 8.539 -5.956
H 3.811 7.624 -4.873
H 2.769 8.553 -7.287
C 3.758 -3.855 -4.132
C 4.389 -3.204 -5.336
O 5.401 -4.049 -5.836
H 3.228 -4.717 -4.537
H 3.032 -3.265 -3.574
H 4.524 -4.212 -3.444
H 5.020 -2.394 -4.970
H 3.560 -2.936 -5.991
H 6.039 -3.486 -6.281
```

As for the structure (SMILES): COC[C@H](C)N.COC[C@H](C)N.COC[C@H](C)N.COCCNCCOC.COCCNCCOC.COCCNCCOC.CCO.CCO.CCO.CCO.CCO. Its HOMO-LUMO gap is 8.552 eV. The value obtained for the energy relative to the best compared isomer or geometry (same formula, charge and spin) is 180.35 kcal/mol. Its total charge is 0. The calculation puts the lowest unoccupied orbital energy at 0.12 eV.

Here are the Mulliken charges for atoms 1 to 99, given in e: -1.5189, 0.5223, -0.5340, -0.3257, -0.7917, -0.6705, 0.3871, 0.3485, 0.3106, 0.2996, 0.3151, 0.3203, 0.2763, 0.3077, 0.3143, 0.2058, 0.2362, -1.4321, 0.5430, -0.7271, -0.3300, -0.7086, -0.6633, 0.3890, 0.3019, 0.3626, 0.2230, 0.3234, 0.3852, 0.2914, 0.2438, 0.3065, 0.2263, 0.2708, -1.3941, 0.4095, -0.6561, -0.3187, -0.6716, -0.5979, 0.3290, 0.3568, 0.3491, 0.2910, 0.3492, 0.2938, 0.2965, 0.2415, 0.2773, 0.2693, 0.1807, -0.7606, -0.3207, -0.5312, -0.6730, -0.3862, -0.0166, -0.7836, -0.2995, -0.7241, 0.2369, 0.3067, 0.3270, 0.3386, 0.4142, 0.3682, 0.3199, 0.2700, 0.2550, 0.1338, 0.3566, 0.3308, 0.2412, 0.2952, 0.3013, -0.7874, -0.3094, -0.5964, -0.5595, -0.3633, -0.5959, -0.4313, -0.3000, -0.7263, 0.3080, 0.3020, 0.2674, 0.3386, 0.3923, 0.4118, 0.3258, 0.2454, 0.3281, 0.2929, 0.2647, 0.3515, 0.2503, 0.2825, 0.3085

=====

Number 1: energy -3618.81395 Ha. Number 2: energy -1130.02837 Ha. Number 3: energy -2970.19455 Ha.